DFT (ωB97M-V/def2-TZVPD) results for a molecular structure, C48H144F12N20O42S12 in a non-equilibrium geometry.

Last column: Löwdin charge in e.
Geometry (Å):
1 C -9.3102 -13.1111 22.7656  -0.0375
2 C -8.4685 -14.3412 23.0213  -0.3068
3 C -7.0150 -14.2759 22.7136  -0.1896
4 O -6.5865 -15.6114 22.8949  -0.2022
5 C -5.2061 -15.8484 22.6079  -0.0625
6 N -8.7282 -14.5830 24.5041  0.2322
7 H -9.6592 -14.9854 24.5433  0.1733
8 H -8.0593 -15.2935 24.8882  0.1348
9 H -8.6018 -13.8299 25.1240  0.0969
10 H -10.3660 -13.2410 23.0528  0.0975
11 H -9.2353 -12.7798 21.7150  0.1033
12 H -8.9498 -12.2431 23.3792  0.1050
13 H -8.8832 -15.1786 22.4666  0.1635
14 H -6.5081 -13.6505 23.4493  0.1227
15 H -6.8449 -13.9678 21.6901  0.1431
16 H -5.0997 -16.8903 22.8503  0.0888
17 H -4.5921 -15.2200 23.2368  0.0779
18 H -5.0010 -15.7286 21.4976  0.1159
19 C -8.9905 -9.7669 41.4523  0.0007
20 C -7.7904 -9.3003 40.5842  -0.3085
21 C -6.4707 -9.0723 41.2701  -0.1938
22 O -5.4215 -8.9094 40.3327  -0.1949
23 C -5.1140 -7.5020 40.1823  -0.0459
24 N -7.4612 -10.2408 39.4457  0.2219
25 H -7.0386 -11.1274 39.6852  0.1701
26 H -8.2244 -10.4888 38.8447  0.1520
27 H -6.7606 -9.7163 38.9061  0.1153
28 H -9.9107 -9.8700 40.9394  0.0764
29 H -9.0289 -8.9219 42.1903  0.1193
30 H -8.6198 -10.6375 41.9628  0.0810
31 H -8.1344 -8.3703 40.1052  0.1590
32 H -6.3040 -10.0013 41.8109  0.1402
33 H -6.4430 -8.2236 41.9222  0.1327
34 H -4.7584 -7.0812 41.1278  0.1015
35 H -6.0708 -6.9975 39.9637  0.0958
36 H -4.4696 -7.3083 39.3442  0.0917
37 C -0.5155 -12.7019 40.0639  -0.0367
38 C -1.1778 -13.9041 39.4845  -0.3190
39 C -2.2468 -13.6061 38.4636  -0.2220
40 O -2.7248 -14.7916 37.9256  -0.1700
41 C -3.2772 -14.6002 36.6286  -0.0729
42 N -0.1493 -14.8540 38.8227  0.2180
43 H 0.1397 -14.4833 37.8632  0.1092
44 H 0.7277 -14.8618 39.3659  0.1677
45 H -0.5422 -15.7947 38.7410  0.1643
46 H -1.3005 -12.1878 40.6522  0.1111
47 H -0.0938 -12.0723 39.2923  0.0923
48 H 0.2963 -12.9876 40.7374  0.0934
49 H -1.7088 -14.5297 40.2840  0.1803
50 H -1.7252 -13.0879 37.6810  0.1266
51 H -3.0711 -13.0391 38.8742  0.1444
52 H -3.5352 -15.5838 36.2664  0.0745
53 H -2.5402 -14.0747 35.9742  0.0886
54 H -4.1687 -14.0333 36.6894  0.0633
55 C -2.6210 -18.3682 26.8091  -0.0014
56 C -2.6874 -18.7379 28.3098  -0.2695
57 C -3.9074 -19.4493 28.7795  -0.2093
58 O -3.7490 -19.9301 30.1083  -0.2006
59 C -5.0409 -20.0053 30.8011  -0.0467
60 N -1.4860 -19.6420 28.6929  0.2137
61 H -0.7104 -19.0755 28.3469  0.0674
62 H -1.2855 -19.7379 29.6640  0.1151
63 H -1.4990 -20.4800 28.1390  0.1255
64 H -2.7475 -19.2029 26.1805  0.0811
65 H -1.6681 -17.8340 26.6088  0.0854
66 H -3.4012 -17.6535 26.7034  0.0536
67 H -2.5386 -17.7955 28.9591  0.1811
68 H -4.0891 -20.3164 28.1565  0.1425
69 H -4.7199 -18.7108 28.7228  0.1298
70 H -5.6610 -20.8580 30.4701  0.1064
71 H -5.5269 -19.0458 30.7631  0.0786
72 H -4.7238 -20.2265 31.7976  0.0715
73 C 3.5840 -12.1911 27.3810  -0.0132
74 C 2.8744 -13.1492 26.4218  -0.2935
75 C 3.2954 -13.2888 24.9158  -0.1455
76 O 2.4736 -14.3526 24.5287  -0.2144
77 C 2.6213 -14.9786 23.2948  -0.0763
78 N 3.0858 -14.4654 26.9689  0.1597
79 H 2.7764 -15.1127 26.1997  0.1098
80 H 4.0353 -14.6615 27.3416  0.1025
81 H 2.4878 -14.6808 27.7440  0.0968
82 H 4.6602 -12.4729 27.3662  0.0801
83 H 3.2956 -12.2453 28.4098  0.0802
84 H 3.5890 -11.1102 27.2401  0.0655
85 H 1.8087 -13.0734 26.4362  0.1443
86 H 4.4769 -13.4464 24.7644  0.1838
87 H 3.0828 -12.3494 24.4822  0.0889
88 H 2.7134 -14.2478 22.5091  0.0864
89 H 1.7941 -15.6133 23.1220  0.0820
90 H 3.5419 -15.6237 23.2533  0.1183
91 C -1.6517 -11.3307 21.8582  -0.0059
92 C -2.8652 -10.5628 22.4131  -0.2692
93 C -3.5166 -11.2346 23.6175  -0.1856
94 O -4.5493 -10.3886 24.0873  -0.1865
95 C -5.1807 -10.9153 25.2337  -0.0802
96 N -2.4053 -9.2584 23.0082  0.2035
97 H -1.9562 -8.6156 22.3679  0.1722
98 H -3.2067 -8.8319 23.4733  0.1421
99 H -1.6862 -9.3522 23.7404  0.0839
100 H -1.9072 -12.0945 21.1542  0.0815
101 H -1.1707 -11.9217 22.6701  0.1085
102 H -1.0574 -10.6412 21.3070  0.0769
103 H -3.6398 -10.3207 21.7042  0.1561
104 H -2.8188 -11.3032 24.5043  0.1545
105 H -3.8945 -12.2629 23.4721  0.1368
106 H -4.5460 -11.0551 26.0721  0.0705
107 H -5.7740 -11.8332 24.9984  0.0943
108 H -5.9263 -10.2248 25.4982  0.0848
109 C 7.9301 -10.9848 27.1383  -0.0051
110 C 7.8088 -9.5730 26.4643  -0.2924
111 C 8.3718 -9.5346 25.0639  -0.1894
112 O 7.6507 -8.4775 24.4313  -0.2375
113 C 8.3865 -7.6816 23.3991  -0.0058
114 N 6.3680 -9.1422 26.4084  0.1903
115 H 5.7392 -9.8035 25.9839  0.1528
116 H 6.0080 -9.0032 27.4203  0.0913
117 H 6.2863 -8.1939 26.0312  0.1560
118 H 8.9890 -11.2960 27.2335  0.1085
119 H 7.4717 -11.6811 26.4768  0.0618
120 H 7.3864 -11.0060 28.0662  0.0649
121 H 8.2843 -8.8144 27.0559  0.1512
122 H 8.1975 -10.5244 24.5331  0.1509
123 H 9.4382 -9.3441 25.0610  0.1278
124 H 9.4325 -8.0289 23.3988  0.0917
125 H 8.2153 -6.6400 23.6322  0.0836
126 H 7.9341 -7.9260 22.4227  0.0919
127 C -2.6356 -17.3448 33.9916  -0.0142
128 C -1.1920 -17.4386 33.3640  -0.2805
129 C -1.1979 -18.6924 32.4386  -0.1549
130 O -0.4176 -18.4864 31.2630  -0.2247
131 C 0.9874 -18.7340 31.2582  -0.0715
132 N -0.7667 -16.1910 32.6801  0.2535
133 H -1.3796 -15.9437 31.8858  0.1777
134 H -0.7292 -15.3963 33.3346  0.1116
135 H 0.1381 -16.4116 32.2687  0.1066
136 H -2.6273 -16.5277 34.6904  0.0357
137 H -2.8220 -18.2435 34.5671  0.0952
138 H -3.4003 -17.1623 33.2456  0.0855
139 H -0.4875 -17.7189 34.1470  0.1496
140 H -2.2472 -18.9874 32.2728  0.1092
141 H -0.8223 -19.5903 32.9862  0.1494
142 H 1.4395 -18.3525 32.1746  0.0880
143 H 1.4772 -18.1385 30.4529  0.0771
144 H 1.2463 -19.7768 31.0380  0.1044
145 C -4.2968 -9.3293 28.6885  -0.0439
146 C -3.5605 -8.1646 29.3312  -0.2615
147 C -4.0919 -7.6428 30.6623  -0.1811
148 O -3.2565 -6.5484 30.9129  -0.1893
149 C -3.6999 -5.8302 32.0769  -0.0608
150 N -2.1324 -8.6395 29.6011  0.2560
151 H -1.4764 -7.9137 29.7985  0.1100
152 H -2.1848 -9.3371 30.3311  0.1018
153 H -1.8259 -9.1798 28.7802  0.1524
154 H -3.7163 -9.6785 27.7999  0.0808
155 H -5.3201 -9.0898 28.3691  0.0921
156 H -4.4384 -10.2026 29.3227  0.0686
157 H -3.4338 -7.3562 28.6629  0.1382
158 H -3.9785 -8.4084 31.4596  0.1415
159 H -5.1399 -7.3593 30.6349  0.1403
160 H -4.6232 -5.3289 31.8177  0.0911
161 H -2.9190 -5.0746 32.2361  0.0817
162 H -3.9152 -6.3450 32.9948  0.0877
163 C -9.9055 -13.3309 32.8258  -0.0201
164 C -8.6333 -13.4323 33.6511  -0.2636
165 C -8.5720 -14.7501 34.3909  -0.1911
166 O -8.0360 -15.7767 33.5790  -0.1850
167 C -7.7865 -16.9649 34.3064  -0.0780
168 N -7.4478 -13.5066 32.6404  0.2399
169 H -7.7592 -14.1351 31.8998  0.1523
170 H -7.2078 -12.6412 32.2506  0.1087
171 H -6.5363 -13.8234 33.0144  0.1751
172 H -9.7096 -12.6539 32.0040  0.0810
173 H -10.7426 -12.8419 33.4520  0.1385
174 H -10.2031 -14.2441 32.3842  0.0795
175 H -8.4659 -12.5865 34.2724  0.0989
176 H -9.6154 -14.9558 34.7078  0.1534
177 H -7.9415 -14.5989 35.2453  0.1201
178 H -7.6113 -17.7702 33.6248  0.0802
179 H -8.5085 -17.2289 35.0871  0.1037
180 H -6.7975 -16.8686 34.8241  0.0968
181 C 6.5380 -13.7441 33.8438  -0.0074
182 C 5.5791 -13.9292 35.0492  -0.2737
183 C 5.8455 -12.8619 36.1214  -0.1742
184 O 4.7334 -12.9957 37.0385  -0.2399
185 C 4.7559 -12.0039 38.1189  -0.0449
186 N 4.1460 -13.6453 34.6760  0.2127
187 H 3.9298 -14.3605 33.9909  0.0709
188 H 3.5298 -13.6708 35.5159  0.1345
189 H 4.0394 -12.7671 34.2089  0.1621
190 H 6.6578 -12.7060 33.5424  0.0931
191 H 6.1831 -14.4163 33.0367  0.0648
192 H 7.4961 -14.0715 34.1858  0.0868
193 H 5.6844 -14.9165 35.4584  0.1573
194 H 5.9120 -11.8876 35.6613  0.1250
195 H 6.7932 -13.0434 36.6178  0.1379
196 H 3.8261 -12.2029 38.6564  0.0816
197 H 4.7239 -10.9855 37.5911  0.1119
198 H 5.6924 -12.0604 38.6792  0.0906
199 C 2.3433 -4.1034 28.1478  -0.0203
200 C 1.7591 -5.1097 29.1482  -0.3107
201 C 0.1964 -4.9894 29.2496  -0.1290
202 O -0.3227 -6.1053 30.0479  -0.2173
203 C -0.0874 -5.8043 31.4122  -0.0899
204 N 2.0381 -6.5075 28.7091  0.2043
205 H 1.6447 -7.0478 29.4907  0.1466
206 H 1.5341 -6.8064 27.8872  0.1043
207 H 3.1050 -6.7431 28.6100  0.1184
208 H 1.5396 -3.8378 27.4412  0.0852
209 H 3.1776 -4.4712 27.5248  0.0960
210 H 2.6037 -3.1467 28.6322  0.0984
211 H 2.1935 -4.9690 30.1524  0.1441
212 H -0.2243 -4.8426 28.2541  0.1257
213 H 0.0177 -4.0216 29.7296  0.1376
214 H -0.1948 -6.7075 31.9754  0.0919
215 H -0.8179 -5.0595 31.8231  0.1012
216 H 0.9283 -5.4706 31.5771  0.0814
217 N 0.8047 -14.4672 35.4663  -0.5366
218 O 1.5124 -14.6224 34.4621  0.0050
219 O 1.2997 -14.1028 36.5626  -0.0447
220 O -0.3946 -14.8401 35.3830  -0.0418
221 N 4.7188 -8.4152 29.1699  -0.5514
222 O 4.5489 -7.4703 28.3504  -0.0561
223 O 3.9787 -8.4984 30.1605  0.0195
224 O 5.5027 -9.3325 28.9102  -0.0148
225 N -6.3820 -11.1439 34.5647  -0.2965
226 S -6.6767 -11.0681 36.1029  0.4739
227 O -6.3863 -9.9419 36.9088  -0.2722
228 O -6.5359 -12.3042 36.8032  -0.2918
229 F -8.2381 -10.9061 35.9619  -0.1784
230 S -4.9718 -10.8441 34.0301  0.4012
231 O -4.5082 -9.5555 34.3066  -0.2332
232 O -4.9885 -11.3554 32.7009  -0.2809
233 F -4.0205 -11.7971 34.7840  -0.1369
234 N 3.9544 -15.2264 29.9428  -0.3003
235 S 5.5492 -14.9136 29.6809  0.6585
236 O 5.6393 -14.8088 28.1855  -0.3327
237 O 6.4998 -15.5205 30.5925  -0.2578
238 F 5.6587 -13.3417 30.0805  -0.2089
239 S 3.3325 -15.2989 31.4176  0.5731
240 O 4.1594 -15.4766 32.5539  -0.2861
241 O 2.0642 -16.0090 31.4235  -0.2921
242 F 3.0021 -13.7013 31.5588  -0.2095
243 N -1.5399 -13.2766 30.4670  -0.3100
244 S -1.1278 -12.3102 31.6064  0.5068
245 O -1.5160 -13.0055 32.8126  -0.3130
246 O -1.5502 -10.9367 31.3551  -0.3146
247 F 0.4539 -12.2944 31.6672  -0.1663
248 S -1.6380 -12.8102 28.9515  0.4336
249 O -0.4805 -12.2034 28.4357  -0.2596
250 O -2.9358 -12.2516 28.7288  -0.2848
251 F -1.6832 -14.2203 28.3539  -0.1392
252 N -0.2512 -8.9332 25.0229  -0.3164
253 S -0.9890 -7.8084 25.7527  0.4377
254 O -0.4462 -7.4548 27.0215  -0.2885
255 O -2.3581 -8.0926 25.6708  -0.2474
256 F -0.5787 -6.5204 24.9525  -0.1420
257 S 1.3424 -8.9415 24.9273  0.5065
258 O 1.8128 -10.2539 25.2344  -0.2560
259 O 1.8261 -7.7845 25.5840  -0.2738
260 F 1.7145 -8.7405 23.4277  -0.1307
261 N -5.7812 -13.7658 28.2223  -0.2850
262 S -6.8545 -12.6533 28.0679  0.4859
263 O -7.8011 -12.8783 27.0325  -0.2906
264 O -6.3038 -11.3550 28.2748  -0.2519
265 F -7.7856 -12.9775 29.3202  -0.1915
266 S -5.9668 -15.1468 27.5315  0.5967
267 O -4.7915 -15.9577 27.7514  -0.2789
268 O -6.6021 -15.1924 26.1653  -0.3560
269 F -7.2237 -15.8118 28.3024  -0.2002
270 N 0.6303 -18.3398 27.2078  -0.3251
271 S 0.7963 -19.6642 26.2585  0.5673
272 O 0.7241 -19.4414 24.8499  -0.2397
273 O -0.0671 -20.7058 26.7307  -0.2742
274 F 2.3044 -20.1004 26.5217  -0.1466
275 S 1.6268 -17.1612 27.1720  0.5222
276 O 0.9095 -15.9720 27.6354  -0.2989
277 O 2.4082 -17.0443 25.9712  -0.2567
278 F 2.6750 -17.3697 28.3631  -0.1719

Properties
HOMO-LUMO gap	9.6	eV
HOMO energy	-15.3	eV
net charge	+4
max |F|	3.935	eV Å⁻¹